Here is C6H11AuClNO2S2 as an isolated structure from the Open Molecules 2025 dataset. Energies are from wB97M-V/def2-TZVPD.

The geometry in ORCA input format:
```
! wB97M-V def2-TZVPD RIJCOSX def2/J DEFGRID3
* xyz 0 1
Au -0.7865 -0.4287 -1.3034
Cl -1.0251 -2.3977 1.1281
S -1.2940 4.3664 -1.3445
S -1.8974 1.5189 -1.9244
O -2.0808 0.0346 1.7445
O 0.3947 2.3618 -1.0662
N -0.3185 -3.1753 2.3902
C -1.6642 1.0612 1.1937
C 1.4893 -2.3581 -0.0667
C 0.0654 -2.0525 -0.4012
C 1.3779 3.3349 -0.6960
C -0.8247 2.7967 -1.4305
C 0.6662 -3.3392 -0.8578
H 2.2724 2.7605 -0.4712
H 0.3113 -2.4744 2.7929
H -0.6415 1.1441 0.8245
H 1.0497 3.9060 0.1717
H 0.8194 -3.4500 -1.9223
H 1.5557 4.0237 -1.5196
H 2.2442 -1.7510 -0.5471
H 1.7227 -2.6713 0.9467
H 0.4011 -4.2481 -0.3299
H -1.5280 -0.9005 1.5227
H -2.3092 1.9382 1.1657
*
```

Computed properties:
ΔE to the lowest compared entry with this formula, charge and spin, kcal per mole: 110.3
Frontier orbital gap, eV: 6.91
HOMO level, eV: -8.4614
E, hartree: -1832.449763
Strongest force on any atom, eV/A: 0.952

***

Here is one molecule with the formula C6H11BO3 at a distorted geometry from the Open Molecules 2025 dataset. Energies are from wB97M-V/def2-TZVPD.

The geometry in ORCA input format:
```
! wB97M-V def2-TZVPD RIJCOSX def2/J DEFGRID3
* xyz 0 1
O 3.7788 -1.5033 -0.1361
O 4.4461 0.8492 0.1964
O -0.8832 -0.2458 0.7571
C -2.6943 1.0874 -0.3868
C -2.6992 -1.5772 0.0400
C 2.1836 0.3615 -0.5487
C -2.0208 -0.2259 0.0269
C 0.0930 0.7133 0.8002
C 0.9443 0.6498 -0.5291
B 3.5435 -0.1416 -0.0139
H 5.2913 0.5658 0.1762
H -2.5160 -1.9188 -1.0007
H 0.6491 0.3259 1.5568
H -2.2840 -2.3041 0.6831
H -3.3156 1.3710 0.3852
H -0.3909 1.6341 0.8938
H 0.1412 0.8037 -1.2228
H -1.9647 1.8422 -0.6625
H 4.6758 -1.6565 -0.1042
H -3.2940 0.7433 -1.2973
H -3.6841 -1.3740 0.3866
*
```

Computed properties:
ΔE to the lowest compared entry with this formula, charge and spin, kcal per mole: 100.7
Frontier orbital gap (alpha / beta), eV: 5.83 / 8.20
HOMO level (alpha / beta), eV: -6.1094 / -7.8452
E, hartree: -485.682070
Strongest force on any atom, eV/A: 4.729

***

Here is one molecule with the formula C6H11BO3 at a distorted geometry from the Open Molecules 2025 dataset. Energies are from wB97M-V/def2-TZVPD.

The geometry in ORCA input format:
```
! wB97M-V def2-TZVPD RIJCOSX def2/J DEFGRID3
* xyz 0 1
O 0.1237 -2.4283 -1.2618
O -2.1842 -2.0040 -0.6704
O 0.7465 1.4897 1.2166
C -0.4198 -0.6623 0.4832
C 0.3710 0.9531 -0.0217
C -0.6909 1.7530 -0.7537
C 1.6094 0.6637 -0.9280
C -0.3006 -0.6313 1.7589
C 0.4774 0.5236 2.2608
B -0.8213 -1.7766 -0.5296
H 2.2069 -0.2301 -0.6954
H -0.3090 -2.9547 -1.9350
H -1.5949 2.0610 -0.1560
H -0.4106 -1.4017 2.4501
H -1.0018 1.3580 -1.7124
H 2.4232 1.4998 -0.8858
H -0.3050 2.6988 -1.0875
H 1.4027 0.5752 -1.9560
H 1.4498 0.0684 2.5627
H -2.7152 -2.7612 -1.0940
H -0.0573 1.2058 2.9549
*
```

Computed properties:
SMILES string: CC1(C)OCC=C1B(O)O
ΔE to the lowest compared entry with this formula, charge and spin, kcal per mole: 19.4
Frontier orbital gap, eV: 9.42
HOMO level, eV: -9.1874
E, hartree: -485.811699
Strongest force on any atom, eV/A: 4.483

***

- The highest E belongs to which entry?
  number 2

***

- Look up the E of the second one.
  -485.682070 hartree

***

What did the third record say?
Here is one molecule with the formula C6H11BO3 at a distorted geometry from the Open Molecules 2025 dataset. Energies are from wB97M-V/def2-TZVPD.

The geometry in ORCA input format:
```
! wB97M-V def2-TZVPD RIJCOSX def2/J DEFGRID3
* xyz 0 1
O 0.1237 -2.4283 -1.2618
O -2.1842 -2.0040 -0.6704
O 0.7465 1.4897 1.2166
C -0.4198 -0.6623 0.4832
C 0.3710 0.9531 -0.0217
C -0.6909 1.7530 -0.7537
C 1.6094 0.6637 -0.9280
C -0.3006 -0.6313 1.7589
C 0.4774 0.5236 2.2608
B -0.8213 -1.7766 -0.5296
H 2.2069 -0.2301 -0.6954
H -0.3090 -2.9547 -1.9350
H -1.5949 2.0610 -0.1560
H -0.4106 -1.4017 2.4501
H -1.0018 1.3580 -1.7124
H 2.4232 1.4998 -0.8858
H -0.3050 2.6988 -1.0875
H 1.4027 0.5752 -1.9560
H 1.4498 0.0684 2.5627
H -2.7152 -2.7612 -1.0940
H -0.0573 1.2058 2.9549
*
```

Computed properties:
SMILES string: CC1(C)OCC=C1B(O)O
ΔE to the lowest compared entry with this formula, charge and spin, kcal per mole: 19.4
Frontier orbital gap, eV: 9.42
HOMO level, eV: -9.1874
E, hartree: -485.811699
Strongest force on any atom, eV/A: 4.483

***

- Among the records above, which one has the highest E?
  number 2